A 2-piece molecular cluster, C5H14 overall. Source: OMol25; level of theory: ωB97M-V/def2-TZVPD.

Last column: Mulliken charge in e.
Cartesian coordinates (Å):
C -0.31 -1.10 2.39  -1.00
C 0.30 0.24 1.85  0.06
C 1.69 0.12 1.28  -1.29
H -0.74 -0.88 3.36  0.26
H -1.18 -1.36 1.79  0.27
H 0.42 -1.89 2.45  0.32
H 0.31 0.99 2.64  0.29
H -0.43 0.54 1.12  0.07
H 2.44 0.06 2.08  0.36
H 1.97 0.92 0.61  0.31
H 1.99 -0.80 0.76  0.36
C -0.77 1.12 -2.34  -0.79
C -0.88 -0.34 -2.78  -0.81
H -1.14 1.83 -3.08  0.32
H -1.27 1.42 -1.43  0.25
H 0.26 1.37 -2.11  0.23
H -1.32 -1.00 -2.02  0.25
H 0.09 -0.85 -2.85  0.27
H -1.41 -0.40 -3.72  0.29

For the HOMO-LUMO gap, the calculation gives 12.31 eV. The maximum force is 1.63 eV/A. The calculation puts the molecular weight at 74.17 g mol⁻¹. The energy comes out at -198.8658 hartree. The net charge is 0. As for the lowest unoccupied orbital energy: 1.10 eV. As for the SMILES: CCC.CC.

A 2-piece molecular cluster, C7H10IN2O4 overall. Source: OMol25; level of theory: ωB97M-V/def2-TZVPD.

Last column: Mulliken charge in e.
Cartesian coordinates (Å):
C 0.75 2.76 3.59  -0.02
C 1.17 -1.26 2.41  0.88
C -0.34 1.30 0.58  0.49
C -0.83 0.46 -2.40  -1.33
C 0.69 -1.45 -1.65  -1.41
C -1.64 -1.19 -0.69  -1.43
C -0.36 -0.49 -1.26  1.16
N 0.25 2.60 2.48  -0.58
N 0.60 1.85 1.43  0.25
O 2.04 -1.60 1.74  -0.41
O 0.24 -0.99 3.06  -0.45
O -1.44 1.80 0.44  -0.60
O 0.23 0.23 -0.13  -0.40
I 2.84 1.38 3.62  -0.55
H -1.57 -0.09 -2.98  0.37
H -1.38 1.20 -1.75  0.40
H 0.02 0.90 -2.91  0.35
H 0.26 -2.20 -2.44  0.30
H 1.12 -1.88 -0.79  0.42
H 1.51 -0.69 -2.12  0.27
H -2.27 -1.52 -1.59  0.36
H -1.36 -2.02 -0.05  0.33
H -2.16 -0.39 -0.15  0.43
H 1.64 1.30 1.58  0.19

For the HOMO-LUMO gap, the calculation gives 6.81 eV. The maximum force is 4.72 eV/A. The calculation puts the molecular weight at 313.07 g mol⁻¹. The energy comes out at -980.9263 hartree. The net charge is -1. As for the lowest unoccupied orbital energy: 2.89 eV.

C26H32BaNO6 as an isolated structure. Source: OMol25; level of theory: ωB97M-V/def2-TZVPD.

Last column: Mulliken charge in e.
Cartesian coordinates (Å):
O -0.91 -3.39 -1.14  -0.17
C 0.19 -4.34 -0.70  -0.50
C -0.42 -5.54 -1.37  -0.79
H 0.20 -4.40 0.40  0.23
H 1.17 -4.03 -1.11  0.39
C -1.53 -4.59 -1.79  1.37
H -0.73 -6.32 -0.67  0.34
H 0.18 -5.92 -2.20  0.30
C -2.85 -4.97 -1.15  -1.58
H -2.76 -5.07 -0.06  0.36
H -3.14 -5.97 -1.53  0.39
H -3.65 -4.25 -1.40  0.33
C -1.64 -4.45 -3.29  -1.68
H -0.70 -4.08 -3.74  0.38
H -2.47 -3.78 -3.57  0.40
H -1.85 -5.44 -3.72  0.38
Ba -0.76 -1.07 -0.61  1.26
C -0.29 3.16 -2.10  -0.26
C 0.99 3.01 -1.49  -0.57
C 1.58 1.81 -2.00  -0.48
H 1.46 3.71 -0.81  0.44
C 0.66 1.22 -2.92  -0.99
C -0.49 2.07 -2.99  -0.61
H -1.35 1.92 -3.64  0.36
H -0.98 3.99 -1.96  0.40
H 2.57 1.45 -1.74  0.42
H 0.84 0.34 -3.53  0.61
C -3.35 1.47 0.47  0.14
C -3.66 0.94 -0.82  -0.58
C -3.72 -0.47 -0.72  -0.72
H -3.85 1.54 -1.70  0.39
C -3.43 -0.83 0.66  -1.10
C -3.20 0.36 1.37  -0.54
H -2.99 0.46 2.44  0.35
H -3.53 2.49 0.77  0.45
H -4.01 -1.17 -1.51  0.43
H -3.47 -1.84 1.07  0.50
O 3.47 -3.76 0.03  -0.37
C 2.69 -2.60 0.39  0.35
C 3.66 -1.41 0.46  -0.57
H 2.19 -2.76 1.38  0.20
H 1.89 -2.44 -0.38  -0.43
C 4.91 -2.08 1.04  -0.61
H 3.23 -0.56 1.01  0.46
H 3.89 -1.08 -0.58  0.20
C 4.86 -3.43 0.31  -0.51
H 4.77 -2.26 2.11  0.27
H 5.82 -1.49 0.91  0.35
H 5.34 -4.26 0.85  0.31
H 5.39 -3.34 -0.66  0.26
O -1.52 2.72 0.31  -0.65
C -0.55 2.69 1.15  0.40
O 0.18 1.68 1.36  -0.74
C -0.27 4.00 1.92  0.15
C 0.64 4.04 3.00  -0.30
C 0.92 5.25 3.67  -0.31
C 0.27 6.44 3.32  -0.03
C -0.67 6.40 2.26  -0.52
C -0.92 5.21 1.57  -0.22
N 0.49 7.65 4.05  0.91
O 1.30 7.62 5.01  -0.61
O -0.11 8.69 3.72  -0.61
H 1.14 3.13 3.34  0.39
H 1.64 5.30 4.49  0.42
H -1.16 7.34 1.99  0.42
H -1.64 5.24 0.75  0.33

For the HOMO-LUMO gap, the calculation gives 4.23 eV. The maximum force is 4.89 eV/A. The calculation puts the molecular weight at 591.87 g mol⁻¹. The energy comes out at -1541.4342 hartree. The net charge is -1. As for the lowest unoccupied orbital energy: 1.38 eV.

C40H58N5PPt as an isolated structure. Source: OMol25; level of theory: ωB97M-V/def2-TZVPD.

Last column: Löwdin spin population.
Cartesian coordinates (Å):
Pt -0.91 -0.06 -1.06  1.29
C -3.33 -3.59 0.81  0.01
N -2.59 -2.36 0.93  0.10
C -1.19 -2.50 0.63  0.07
C -3.03 -1.42 1.84  0.13
C -3.71 -1.85 2.98  -0.01
C -4.29 -0.99 3.88  0.14
C -4.30 0.38 3.59  0.01
C -3.67 0.84 2.47  0.08
C -2.93 0.00 1.59  0.07
N -2.33 0.49 0.48  0.36
C -2.47 1.82 0.10  0.03
C -2.27 2.92 0.95  0.04
C -2.59 4.20 0.53  0.00
C -3.13 4.40 -0.73  0.05
C -3.22 3.34 -1.63  0.00
C -2.84 2.07 -1.25  0.05
N -2.83 0.94 -2.14  0.19
C -4.11 0.25 -2.10  0.01
C -2.43 1.23 -3.51  0.01
H -3.04 -4.33 1.56  0.00
H -4.40 -3.40 0.91  0.00
H -3.14 -4.02 -0.17  0.00
H -0.66 -2.98 1.46  0.01
H -1.07 -3.11 -0.26  0.00
H -0.73 -1.50 0.47  0.04
H -3.76 -2.91 3.19  0.00
H -4.75 -1.35 4.79  0.01
H -4.84 1.06 4.22  0.00
H -3.75 1.89 2.23  0.00
H -1.84 2.76 1.92  0.00
H -2.44 5.03 1.19  0.00
H -3.44 5.39 -1.03  0.00
H -3.59 3.52 -2.63  0.00
H -4.91 0.90 -2.48  0.01
H -4.07 -0.65 -2.72  0.00
H -4.35 -0.03 -1.08  0.00
H -3.21 1.75 -4.07  0.00
H -1.52 1.84 -3.52  0.00
H -2.22 0.29 -4.02  0.00
C 3.93 -0.93 -4.86  0.00
C 3.62 -1.12 -3.36  0.00
C 3.38 0.20 -2.67  0.00
C 4.53 0.94 -2.40  0.00
C 4.48 2.14 -1.74  0.00
C 3.27 2.61 -1.27  0.00
C 2.10 1.90 -1.49  0.00
C 0.84 2.50 -0.94  0.05
C 0.38 3.68 -1.79  0.01
C 2.13 0.69 -2.23  0.01
N 0.95 -0.02 -2.39  0.05
C 0.74 -0.75 -3.45  0.00
C -0.32 -1.66 -3.50  0.01
C -0.67 -2.63 -4.47  0.00
C -1.79 -3.26 -4.00  0.01
C -2.10 -2.66 -2.76  0.01
N -1.22 -1.72 -2.46  0.15
H 4.14 -1.90 -5.31  0.00
H 4.81 -0.30 -4.98  0.00
H 3.11 -0.47 -5.40  0.00
H 4.51 -1.58 -2.91  0.00
H 2.79 -1.81 -3.23  0.00
H 5.48 0.54 -2.71  0.00
H 5.39 2.70 -1.55  0.00
H 3.23 3.54 -0.73  0.00
H 1.02 2.86 0.08  0.00
H 0.03 1.72 -0.89  0.02
H 1.18 4.42 -1.85  0.00
H -0.49 4.16 -1.34  0.00
H 0.15 3.37 -2.80  0.00
H 1.36 -0.66 -4.33  0.00
H -0.14 -2.81 -5.39  0.00
H -2.33 -4.05 -4.46  0.00
H -2.94 -2.87 -2.12  0.00
C 2.75 -1.50 4.59  0.03
C 1.70 -1.87 3.55  0.07
C 0.40 -2.29 4.24  0.01
P 1.34 -0.60 2.21  0.58
C 2.72 -0.68 0.95  0.07
C 2.44 -1.86 0.02  0.01
C 4.14 -0.80 1.49  0.03
C 1.30 1.16 2.86  0.07
C 2.65 1.78 3.22  0.03
C 0.31 1.23 4.01  0.00
H 3.00 -2.40 5.16  0.01
H 2.37 -0.78 5.30  0.00
H 3.67 -1.12 4.15  0.00
H 2.07 -2.72 2.96  0.00
H 0.06 -1.53 4.93  0.00
H 0.56 -3.21 4.80  0.00
H -0.39 -2.47 3.52  0.00
H 2.63 0.25 0.39  0.00
H 2.42 -2.79 0.58  0.00
H 3.22 -1.94 -0.73  0.00
H 1.48 -1.74 -0.50  0.01
H 4.30 -1.75 1.99  0.00
H 4.40 0.01 2.16  0.00
H 4.83 -0.74 0.64  0.01
H 0.89 1.73 2.01  0.00
H 3.17 1.20 3.98  0.00
H 2.48 2.77 3.62  0.01
H 3.28 1.88 2.34  0.00
H 0.71 0.76 4.90  0.00
H -0.63 0.74 3.75  0.00
H 0.09 2.27 4.26  0.00

For the HOMO-LUMO gap (spin up / spin down), the calculation gives 7.77 / 3.74 eV. The maximum force is 2.98 eV/A. The calculation puts the molecular weight at 834.99 g mol⁻¹. The energy comes out at -2292.7821 hartree. The net charge is +2. The expectation value of S² is 6.0455. The spin multiplicity is 5. As for the lowest unoccupied orbital energy (spin up / spin down): -4.51 / -8.51 eV.

C11H11NO in the gas phase. Source: OMol25; level of theory: ωB97M-V/def2-TZVPD.

Last column: Mulliken charge in e.
Cartesian coordinates (Å):
H -0.72 -1.17 4.14  0.29
N -0.19 -1.57 3.38  -0.58
C 0.09 -1.03 2.33  0.10
O -0.53 0.40 1.86  -0.59
C -0.37 0.70 0.46  -0.14
C -0.94 1.78 -0.33  0.75
C -1.78 2.87 0.12  -1.41
C -0.93 1.63 -1.87  -1.74
C 0.46 -0.41 0.03  1.19
C 1.15 -0.63 -1.16  -0.28
C 1.66 -1.82 -1.41  -0.68
C 1.90 -2.77 -0.42  -0.50
C 1.50 -2.53 0.85  -0.60
C 0.75 -1.34 1.10  0.24
H -1.76 3.04 1.21  0.35
H -2.89 2.84 -0.17  0.31
H -1.45 3.93 -0.43  0.29
H 0.04 2.04 -2.12  0.34
H -1.79 2.25 -2.22  0.36
H -1.05 0.56 -2.07  0.56
H 0.93 0.24 -1.84  0.42
H 1.96 -2.10 -2.35  0.48
H 2.44 -3.62 -0.69  0.44
H 1.54 -3.28 1.64  0.42

For the HOMO-LUMO gap (spin up / spin down), the calculation gives 7.68 / 7.68 eV. The maximum force is 5.02 eV/A. The calculation puts the molecular weight at 173.21 g mol⁻¹. The energy comes out at -555.6485 hartree. The net charge is 0. As for the lowest unoccupied orbital energy (spin up / spin down): -0.09 / -0.09 eV. As for the SMILES: [H]/N=C1\OC(=C(C)C)c2ccccc21.

Q: Which of these has the lowest energy?
A: C40H58N5PPt

Q: Which value of maximum force does entry 1 give?
A: 1.63 eV/A